# 1
Entry from the OMol25 dataset: a molecular structure, C43H48FeN2O3P2 at a distorted geometry (ωB97M-V/def2-TZVPD).

XYZ file:
```
99
Properties=species:S:1:pos:R:3:forces:R:3
Fe -0.8435 -0.9234 -2.7168 -2.0 0.4 4.4
P -1.3099 0.6355 -1.0643 1.4 -0.1 1.4
P 2.7819 0.7133 0.4374 -1.8 -0.6 -1.1
O -1.6343 0.5699 2.2866 0.6 -1.1 0.4
O 1.0455 -3.0442 1.6403 -0.3 0.1 0.3
O -2.1183 -3.1206 4.8204 0.8 0.7 -0.4
N -0.2058 -1.1546 1.9877 0.4 -0.8 -0.3
N -0.2840 -2.9527 3.4865 0.0 -0.5 0.2
C 5.3397 -0.2635 0.0089 -0.2 -0.2 0.1
C -2.7739 -0.3656 4.5844 0.3 0.0 -0.4
C 1.1412 0.2284 0.0223 2.2 -1.8 0.0
C -0.2162 -0.2223 4.9994 0.2 -0.6 -0.1
C -2.8995 -3.4810 0.2920 0.3 -0.2 -0.2
C 5.9243 -2.6083 -0.1287 -0.2 0.2 0.0
C 4.5828 -2.9505 0.0633 0.1 0.2 -0.1
C 2.9255 4.5094 -1.0751 0.0 -0.2 -0.2
C 4.0133 2.0215 -1.7559 0.0 0.3 0.2
C 2.6618 3.3912 -0.2803 0.3 -0.1 -0.1
C -1.9168 -0.0141 -3.9497 -2.2 -0.3 -1.8
C 0.7566 -0.0847 -3.2543 2.2 -0.7 -0.9
C 6.3007 -1.2610 -0.1503 -0.1 -0.1 0.0
C -0.2601 1.3011 4.9736 -0.1 0.2 0.0
C 0.1267 1.1140 -0.1315 -1.6 1.8 -0.2
C -1.3693 -0.8715 4.1798 -0.6 -0.2 -0.3
C 3.9795 -0.6025 0.1590 0.7 -0.2 0.1
C -4.7571 3.5748 -0.5244 0.2 -0.1 -0.1
C 3.2167 2.1404 -0.6013 0.3 0.4 0.0
C 3.7377 4.3897 -2.2077 -0.1 -0.2 0.3
C -4.9750 2.3170 -1.0960 0.0 0.1 0.1
C 2.8358 1.1953 2.1676 0.5 0.5 0.5
C -1.8037 -3.3653 -0.5586 0.2 0.4 -0.2
C -1.9910 -0.9450 -0.4276 0.0 0.1 0.3
C -3.1071 -1.0746 0.4189 -0.1 -0.3 -0.4
C 4.3006 3.1509 -2.5295 -0.2 -0.1 0.1
C 0.2719 -2.0133 -4.9638 -0.2 -0.6 -0.5
C -3.4790 3.9432 -0.0878 -0.1 -0.2 0.0
C 0.2454 -2.3886 2.3138 -0.5 1.1 0.2
C -2.0397 -1.4581 -4.0545 -1.5 1.0 -1.9
C -1.0085 0.8135 -4.8373 0.2 0.5 -0.2
C 3.6097 -1.9569 0.1987 0.0 0.2 0.0
C 0.6658 -1.4949 -3.5952 2.9 0.5 -1.1
C 0.3947 1.0290 -4.1975 0.0 0.2 -0.5
C -3.5540 -2.3397 0.7719 0.1 0.1 0.0
C -2.6377 1.7945 -0.7820 -0.5 0.3 -0.1
C -1.2655 -2.2724 -5.0651 0.5 -0.3 -0.4
C -3.9225 1.4197 -1.2207 0.4 0.5 0.1
C -3.1113 -0.5082 6.0536 -0.1 -0.2 0.2
C -1.3270 -2.4042 4.2150 -0.2 -0.4 0.5
C -1.3448 -2.0869 -0.9343 -0.1 -0.7 0.9
C -2.4143 3.0468 -0.1914 -0.5 -0.3 -0.4
C -1.0793 -0.4696 2.7238 -0.7 1.3 -0.4
H -3.0627 -1.5610 6.3499 0.0 0.3 0.1
H 3.3281 0.3949 2.7318 -0.1 0.2 -0.1
H 6.6779 -3.3876 -0.2570 -0.2 0.2 0.1
H -3.6230 -0.1849 0.7841 0.3 -0.3 -0.1
H -2.7445 0.5592 -3.5257 0.1 -0.4 -0.2
H -0.2325 -0.6081 6.0276 0.0 0.1 -0.2
H -0.8774 1.6985 5.7876 0.1 0.0 -0.2
H 2.0299 3.4953 0.6037 0.2 0.0 -0.2
H 1.1537 1.1389 -4.9909 -0.2 0.0 0.2
H 1.2413 -2.2129 -2.9902 0.0 0.5 -0.2
H -0.9148 0.3537 -5.8348 -0.1 0.1 0.3
H 0.9065 -0.8480 0.1499 0.5 0.7 -0.4
H 0.1201 2.1032 0.3521 0.0 -0.5 -0.4
H 2.4973 5.4766 -0.8049 0.1 -0.3 -0.1
H 3.9267 5.2572 -2.8396 0.0 -0.2 0.2
H -2.8518 0.6852 4.2783 0.0 -0.3 0.0
H 0.7829 -2.9784 -5.1028 -0.1 0.3 -0.2
H 0.7277 -0.5651 4.5458 -0.2 0.0 0.2
H -4.4135 -2.4469 1.4365 0.3 0.0 -0.2
H -3.2451 -4.4711 0.5879 0.1 0.2 -0.1
H -5.9638 2.0216 -1.4418 0.1 0.1 0.1
H -1.4257 3.2964 0.1867 -0.3 0.1 -0.2
H -5.5883 4.2688 -0.4173 0.2 -0.1 -0.1
H 2.5696 -2.2386 0.3714 0.2 0.0 0.0
H -3.3014 4.9306 0.3355 -0.1 -0.2 0.0
H 4.2879 -3.9995 0.1160 0.0 0.3 0.0
H -3.5049 -0.9278 3.9803 0.2 0.2 0.2
H -0.1073 -3.9416 3.5887 -0.2 -0.1 0.1
H 0.7508 1.7103 5.0772 -0.1 0.0 0.1
H -2.9640 -1.9276 -3.7034 0.2 0.3 0.1
H 5.6407 0.7852 0.0123 0.0 -0.3 0.0
H 4.4364 1.0563 -2.0373 -0.1 0.3 0.1
H 3.4109 2.1213 2.2734 0.0 -0.1 0.2
H -0.6747 1.6565 4.0207 0.1 0.0 0.3
H 0.6104 -1.3547 -5.7775 0.0 -0.1 0.3
H -4.0861 0.4148 -1.6193 0.0 0.4 0.0
H -1.4414 -3.3405 -4.8574 0.0 0.4 -0.1
H 0.4027 1.9746 -3.6359 0.0 -0.3 0.0
H -1.6007 -2.0838 -6.1001 0.0 -0.1 0.3
H 1.4373 0.2050 -2.4487 -0.3 -0.2 -0.1
H 7.3463 -0.9837 -0.2900 -0.3 -0.1 0.1
H -4.1333 -0.1528 6.2150 0.1 0.0 0.1
H -1.4830 1.8009 -4.9650 0.2 -0.4 -0.2
H -2.4399 0.0820 6.6872 -0.1 -0.1 0.0
H -1.2643 -4.2276 -0.9465 -0.3 0.0 0.2
H 4.9759 3.0613 -3.3826 -0.3 0.0 0.2
H 1.8171 1.3356 2.5486 0.2 -0.1 -0.2
H -0.3426 -2.0429 -1.5028 -0.8 -0.7 1.6
```
Positions in Å, forces in eV/Å.

Results
- Orbital gap (spin up / spin down): 5.25 / 7.56 eV
- Spin multiplicity: 5
- E_HOMO (spin up / spin down): -4.848 / -7.610 eV

***

# 2
Entry from the OMol25 dataset: 11 unconnected molecules or ions with the total composition H20NO13 at a distorted geometry (ωB97M-V/def2-TZVPD).

XYZ file:
```
34
Properties=species:S:1:pos:R:3:forces:R:3
O -0.3404 -2.2620 2.6601 1.0 -1.1 -0.4
O 0.0966 -1.0050 -0.7489 1.3 -4.1 -0.7
O -3.0774 -0.3920 1.0801 1.3 -2.3 -4.5
O -0.4724 0.1590 0.8481 -0.1 0.3 4.7
O -2.1114 2.6260 1.4531 -0.6 1.5 -3.8
O 3.6046 1.8670 0.0291 0.2 -1.7 7.1
O 0.8986 0.8780 -0.5569 3.8 2.1 0.3
O 0.9656 3.8070 -0.6459 0.6 3.5 0.3
O 0.7836 -3.6170 -1.2039 1.3 -2.3 -1.8
O -2.4904 -2.5230 -0.7369 2.0 3.2 2.1
O 0.5496 -0.1700 -3.6379 -3.5 3.0 3.0
O -1.6124 0.3620 3.6901 0.9 2.6 -0.7
O 3.3826 0.6670 -2.5599 9.7 5.0 2.0
N 0.3696 -0.0530 -0.0149 -5.0 1.8 -4.2
H -2.8204 -1.8010 -0.1259 -1.7 -1.3 -0.6
H 3.2836 0.9880 0.4511 0.7 2.5 -1.4
H 1.2986 -3.4980 -2.0319 -0.5 -0.6 0.6
H 3.8386 0.1660 -1.8959 -0.1 -0.6 0.2
H 3.5226 1.8020 -0.8469 -0.9 -0.6 -5.5
H 1.1576 2.9100 -0.5819 -0.2 -2.6 -0.1
H 0.1746 4.0760 -1.0989 -0.4 -0.8 -0.1
H -3.4284 -0.0560 1.8141 -2.3 2.1 4.6
H 0.6986 -2.7280 -0.9829 -0.7 2.7 1.1
H -1.6194 -2.0320 -0.4959 -0.4 -2.1 -1.6
H -0.6764 -1.5950 2.0661 -0.2 0.3 -0.7
H -1.9164 2.0680 2.1231 0.8 -2.2 4.7
H 0.2306 -2.8100 2.0631 -0.8 0.6 0.8
H -2.1034 -0.3340 4.0041 -2.3 -2.4 1.7
H -1.7924 1.9770 0.8011 -0.1 0.9 -0.8
H -2.1824 -0.0660 1.0371 0.6 0.1 -0.1
H 0.0106 -0.4020 -2.7709 1.9 -0.4 -2.0
H 2.6496 0.3330 -2.7679 -9.7 -4.6 -2.4
H 0.1286 0.7990 -3.5969 1.8 -2.7 -0.9
H -1.0004 -0.1420 3.1821 1.5 -0.1 -0.8
```
Positions in Å, forces in eV/Å.

Results
- Total charge: -1
- Orbital gap: 9.79 eV
- E_HOMO: -7.374 eV

***

ΔE to the lowest compared entry with this formula, charge and spin: 2.5321 4.8407 (eV)